{"formula": "C3H7NO", "method": "the ωB97M-V functional and the def2-TZVPD basis", "gap_ev": 5.99, "lumo_ev": -1.670, "de_lowest_kj_mol": 664.6, "symbols": ["C", "N", "C", "C", "O", "H", "H", "H", "H", "H", "H", "H"], "positions_angstrom": [[1.4978, 1.0424, -0.1759], [1.0107, -0.0791, 0.5292], [-0.1517, -0.6651, -0.1584], [-1.3788, 0.1324, 0.3703], [2.4116, 1.6905, 0.2883], [0.1333, -0.2739, -2.1232], [1.5762, -0.6703, 1.1044], [-0.2346, -1.7469, -0.0802], [-0.0583, -0.3396, -1.2194], [-0.9282, 0.9625, 0.9229], [-1.9379, -0.5565, 0.9968], [-1.9402, 0.5037, -0.4547]], "forces_ev_per_a": [[3.617, 0.929, 1.604], [-3.523, -1.036, -2.922], [0.229, -0.104, 5.672], [1.373, -0.690, -0.314], [-1.910, -0.609, -1.449], [0.874, 1.181, -0.278], [0.896, -0.180, -0.292], [0.208, 0.070, -0.062], [0.151, -0.044, -1.686], [-0.757, -0.163, 0.071], [-0.301, 0.370, 0.167], [-0.856, 0.275, -0.512]], "mulliken_charge": [-0.114, -0.145, 0.253, -1.013, -0.351, 0.398, 0.265, 0.493, -0.733, 0.305, 0.293, 0.349]}